No. 1
DFT (wB97M-V/def2-TZVPD) results for a molecular structure, C47H46Br2GeHfN5O5.

Values from the calculation:
2S+1: 1
HOMO-LUMO gap in eV: 7.37
Net charge: +1
Highest occupied orbital energy in hartree: -0.3882

The geometry in XYZ format:
```
107
Properties=species:S:1:pos:R:3:lowdin_charge:R:1
H -3.2033 -0.6479 0.6831 0.0963
C 3.1538 1.2587 -0.9545 -0.2887
H 4.2907 3.6126 -3.1160 0.0916
C -3.1353 -0.6672 -2.0596 -0.0271
H -1.2200 -7.7781 -2.4052 0.1063
H -1.6371 -2.3725 -4.4760 0.0857
C 3.7010 0.2150 -0.0220 -0.0139
C 2.6382 -5.4510 -9.1528 -0.0865
C -2.7942 -0.2680 1.6185 -0.1656
C 0.7051 0.1136 2.7734 -0.1594
C -0.8838 -2.9573 -0.3914 -0.1737
C 2.6795 -5.2284 -6.7607 -0.1098
O 0.6838 -0.8239 -2.2583 -0.1845
H 2.3697 -2.5963 -2.1327 0.0988
C -0.7422 -0.3056 2.9594 -0.1572
O 1.9566 0.1675 -3.7998 0.1128
C 1.8011 -4.1458 -6.8238 -0.2674
N -1.7585 1.9021 1.0723 -0.0726
C -1.4864 -4.2066 -0.5707 0.0297
C -0.8949 2.6788 1.9556 -0.1815
C -1.4096 0.5250 -6.2144 -0.0880
H -3.1295 -5.2260 -1.4714 0.1289
H 3.5478 -3.4938 -4.1747 0.0722
Br 2.7079 5.1589 -4.7471 0.8228
H -1.9986 2.4230 0.2436 0.1057
H 1.0535 0.6406 3.6665 0.1334
H 2.9626 -5.9551 -10.0547 0.1039
C -3.2180 -3.0967 -1.8123 -0.1370
C 0.6195 -0.7423 -6.4004 -0.1218
H 0.9147 2.8819 0.8068 0.1097
H -5.9087 -1.9408 -3.5353 0.1152
C 0.4146 -2.8769 0.4119 -0.5598
C -1.9495 -0.4745 -5.4187 -0.0842
H 0.9608 -6.8882 -1.6353 0.1092
H -1.0419 3.7549 1.8273 0.1307
C 1.3423 -3.7354 -8.0738 -0.1025
H 3.9439 0.6561 0.9516 0.0987
H 0.3133 1.1666 -7.3260 0.1072
H -1.4457 -4.6847 -5.3484 0.1054
H -0.1693 4.6824 -4.6362 0.1039
C 2.8654 -2.6457 -4.2729 -0.2371
H 1.3282 -0.7678 2.6380 0.1175
C -4.9770 -1.9360 -2.9855 -0.0473
H -3.3746 -0.7169 2.4305 0.1294
C -2.6423 -4.2745 -1.2950 0.0359
H -1.3808 -1.6940 1.6305 0.0978
C 3.0982 -5.8766 -7.9133 -0.0854
H -4.9201 -4.0534 -2.7274 0.1235
H 1.6320 -0.8218 -6.7846 0.1111
Hf 0.0510 -0.0571 -0.4769 1.8123
Br -2.4121 3.1966 -3.4401 0.8215
C -1.2005 -1.6036 -5.1082 -0.0961
C 2.7096 -1.9289 -2.9237 -0.1506
C 1.7583 -4.3820 -9.2317 -0.0828
H 3.3359 -1.9649 -4.9868 0.0802
C -4.3193 -0.7100 -2.7367 -0.0626
H 1.9436 -4.9265 -2.7235 0.0952
C 1.6248 4.0162 -3.7087 -0.6097
C 3.6015 3.0004 -2.5508 0.0132
O 0.7998 -3.8409 1.0232 0.1221
H -2.4246 -6.6486 -4.2477 0.1057
C 0.4244 -6.3981 -2.4395 -0.0917
C -0.9194 -5.1429 -4.5160 -0.1084
H 3.6804 -1.5215 -2.6226 0.1170
H 5.1200 1.9200 -1.5148 0.1258
C 0.3165 -4.6362 -4.1078 -0.2563
H 1.8955 0.9215 1.3755 0.0695
C 0.5829 2.3931 1.7240 -0.1619
H -2.9589 -0.3744 -5.0425 0.0840
Ge 1.2352 -3.2790 -5.1748 1.0152
C -0.5551 3.1892 -3.1326 -0.5800
H -3.8309 1.5438 1.1360 0.1269
O 0.9915 -1.7001 0.3982 -0.1912
H -2.6228 0.2771 -1.9268 0.0808
N -1.3978 -1.8303 -0.8592 0.0456
H 1.3915 -4.0508 -10.1955 0.1040
C 2.2144 3.1447 -2.7563 -0.1785
C -2.9223 1.2593 1.6685 -0.1803
H 0.6483 -2.9063 -8.1547 0.0917
H -1.9953 1.4049 -6.4530 0.0968
H 3.0206 -0.6215 0.1278 0.0614
H -3.0622 1.6011 2.6964 0.1140
C -2.5645 -1.8677 -1.5749 -0.1976
H -1.0076 -5.0713 -0.1388 0.1255
O -0.7752 1.5465 -1.4214 -0.2871
H 3.7800 -6.7155 -7.8470 0.1036
H 4.6363 -0.1801 -0.4149 0.0965
C -0.1182 0.3899 -6.7066 -0.0723
C 0.2753 4.0304 -3.8978 -0.1444
H -1.3189 0.4947 3.4139 0.0984
C 0.9708 -5.2772 -3.0548 -0.1068
H 3.0418 -5.5854 -5.8008 0.0984
C 1.3694 2.3242 -1.9942 -0.1556
C 0.0944 -1.7563 -5.5965 -0.2742
N 1.8441 1.4024 -1.0902 0.0513
N 0.8998 0.9525 1.5696 -0.1353
C -0.0392 2.3534 -2.1787 -0.3754
N -1.3781 -0.6829 1.6779 -0.1061
C -1.4763 -6.2556 -3.9008 -0.0943
H -0.7793 -1.1363 3.6662 0.1384
C 1.7590 -0.7511 -3.0437 -0.5891
C -0.7996 -6.8924 -2.8665 -0.0978
H -4.7498 0.2106 -3.1110 0.1143
C -4.4335 -3.1039 -2.5406 -0.0088
H 1.1651 2.8180 2.5476 0.1297
C 4.0597 2.0698 -1.6676 0.0139
H -1.1587 2.4711 2.9925 0.1094
```

=====

No. 2
DFT (wB97M-V/def2-TZVPD) results for 2 unconnected molecules or ions with the total composition S2 in a non-equilibrium geometry.

Values from the calculation:
2S+1: 2
<S²>: 0.760
HOMO-LUMO gap (alpha / beta) in eV: 5.26 / 4.02
Net charge: -1
Highest occupied orbital energy (alpha / beta) in hartree: -0.1503 / -0.1037

The geometry in XYZ format:
```
2
Properties=species:S:1:pos:R:3:lowdin_charge:R:1
S -0.1632 0.9309 1.5523 -0.5000
S 0.1632 -0.9309 -1.5523 -0.5000
```

=====

No. 3
DFT (wB97M-V/def2-TZVPD) results for C4H7N3 in the gas phase in a non-equilibrium geometry.

Values from the calculation:
2S+1: 1
HOMO-LUMO gap in eV: 10.07
Net charge: 0
Highest occupied orbital energy in hartree: -0.3362
SMILES: [H]/N=C1\CCN=CN1

The geometry in XYZ format:
```
14
Properties=species:S:1:pos:R:3:lowdin_charge:R:1
C -0.2537 1.0054 0.3264 -0.1260
N -0.2663 -1.3664 -0.0449 0.0813
H 1.7408 1.7749 -0.1176 0.1095
H -0.7283 -2.2736 -0.2204 0.1556
C 1.0940 -1.3321 0.1131 -0.2353
H 1.5249 -2.3264 0.2933 0.1233
N -2.3270 -0.3309 -0.1373 0.1247
C 1.1153 0.8896 -0.3001 -0.2592
H -0.1108 1.1134 1.4171 0.1306
N 1.8457 -0.3045 0.0568 0.0339
H 0.9868 0.8903 -1.4101 0.1294
H -0.7667 1.9047 -0.0055 0.1134
C -1.0770 -0.2257 0.0184 -0.4360
H -2.7775 0.5811 0.0109 0.0547
```

=====

No. 4
DFT (wB97M-V/def2-TZVPD) results for a molecular structure, C37H45As2N7SW in a non-equilibrium geometry.

Values from the calculation:
2S+1: 3
<S²>: 2.028
HOMO-LUMO gap (alpha / beta) in eV: 6.50 / 6.21
Net charge: +4
Highest occupied orbital energy (alpha / beta) in hartree: -0.6888 / -0.6885

The geometry in XYZ format:
```
93
Properties=species:S:1:pos:R:3:lowdin_charge:R:1
H -2.2593 -4.1762 2.5075 0.1440
C -0.3092 -1.8413 3.9642 0.0344
N -0.2544 -1.6397 1.5713 -0.2216
C -1.5753 -3.3457 2.6297 0.0324
H -1.6058 -2.9441 6.0084 0.1032
H -6.7875 -0.0044 -1.4163 0.1320
H 2.4947 -0.2724 -2.3055 0.0620
H -1.5266 1.9882 -6.1308 0.1274
H 5.2416 -1.0571 1.9214 0.1952
C 3.4308 2.2733 -1.2140 -0.1943
H -2.8913 -1.5126 -0.5013 0.0485
N 2.9757 -2.7340 0.6176 -0.0667
H -0.7817 2.7669 5.4081 0.1268
C 1.7981 2.3414 -4.1823 -0.0803
C -1.1869 -2.9297 3.9130 -0.2002
N 4.9917 -3.0205 1.4017 0.1912
W 0.4636 -0.6413 -0.2747 1.0904
H 0.7555 -0.3636 2.8685 0.0652
C 4.3258 4.3729 -0.4718 -0.0174
H -3.9997 2.4423 0.7137 0.1137
C 3.3844 -1.5104 1.0371 -0.6402
C -5.8036 0.1354 -0.9890 -0.0193
H 2.7298 2.4633 -3.6465 0.0971
H -0.7400 3.7917 -1.4936 0.1018
H -2.8189 1.7563 6.3804 0.1302
C -2.5419 1.5334 5.3585 -0.0211
As 0.6147 1.6685 -1.5910 1.2249
H 2.6278 3.0298 -6.0295 0.1299
N 1.8898 -1.0644 -2.0982 -0.0819
C 4.0065 -3.6572 0.8735 -0.2726
H 2.5416 -1.8218 -1.9132 0.0962
C -3.2704 0.5115 0.0842 -0.3798
H 0.9505 4.4518 -0.4010 0.0983
C -1.8689 1.0192 2.7241 -0.3828
C 0.1098 -1.2243 2.8093 -0.1744
C -3.6030 -0.6970 -0.5218 -0.1396
C -5.4865 1.3283 -0.3494 -0.0189
H 3.9047 -5.2656 -0.5275 0.1044
C -1.6768 -3.5982 5.1417 0.0055
C -0.9344 2.7758 -1.1511 -0.3878
H 5.1753 5.0113 -0.2691 0.1318
H 1.7919 -1.8482 -4.0956 0.1508
H -4.2267 0.2481 5.0186 0.1266
N -0.8481 -1.7011 -1.9580 -0.0530
H 5.5246 2.7090 -1.1120 0.1253
H 1.1698 -3.4848 0.8378 0.1171
C 3.0388 4.8505 -0.2751 -0.0234
S 2.5392 -0.0341 0.9443 0.7409
C -0.5478 1.7469 -4.2427 -0.1307
H -5.1306 -1.8299 -1.5211 0.1221
C -1.1766 2.6963 0.3393 -0.3960
H -6.2285 2.1113 -0.2667 0.1321
N 4.6081 -1.7248 1.4970 0.0914
C -1.3992 2.1069 4.8133 -0.0358
H -0.1629 2.2996 3.0770 0.1047
C -1.1059 -2.6944 1.5177 -0.1502
H 3.6037 1.2771 -1.6070 0.0742
C -4.2244 1.5207 0.1908 -0.0836
C 1.7376 2.6731 -5.5291 -0.0237
H 0.0278 -1.4599 4.9195 0.1461
C 0.0075 -2.3390 -3.0027 -0.1878
H -1.3999 -0.9715 -2.4102 0.0939
C 1.1397 -1.4002 -3.3458 -0.1914
H 0.4932 2.8529 -7.2651 0.1326
H -0.5710 -2.5552 -3.9013 0.1486
H -1.0632 -4.4801 5.3552 0.1215
C 0.5412 2.5623 -6.2241 -0.0148
C 4.5225 3.0808 -0.9433 -0.0421
H -2.0270 3.2965 0.6586 0.0963
C -4.8677 -0.8867 -1.0597 -0.0461
C 2.1331 2.7511 -1.0229 -0.3965
H 2.8804 5.8599 0.0803 0.1304
H 4.8477 -5.5756 0.9238 0.1176
H 0.3773 -3.2927 -2.6216 0.1188
C 0.6463 1.9017 -3.5365 -0.3859
H -1.5403 -2.3869 -1.6696 0.0844
C -3.3356 0.6889 4.5915 -0.0347
H 3.0836 -5.5834 1.0152 0.1012
H 1.7899 -3.6499 -0.6519 0.1241
H -1.7986 2.4128 -1.7104 0.0725
H -0.3053 3.0411 0.9001 0.0630
As -1.4969 0.8274 0.8239 1.2607
H -2.7003 -3.9540 5.0276 0.1082
H -1.4469 1.3852 -3.7527 0.0973
N 1.6905 -2.9863 0.1164 0.0969
C 3.9441 -5.0967 0.5518 0.0314
C 1.9419 4.0446 -0.5491 -0.0810
C -3.0020 0.4246 3.2713 -0.0959
C -0.5978 2.0865 -5.5848 -0.0347
H 0.7408 -0.4757 -3.7620 0.0883
C -1.0548 1.8465 3.4965 -0.1113
H -1.4157 -3.0189 0.5303 0.1013
H -3.6376 -0.2123 2.6672 0.1104
```

=====

No. 5
DFT (wB97M-V/def2-TZVPD) results for a molecular structure, C12H33BBeF4NO8 in a non-equilibrium geometry.

Values from the calculation:
2S+1: 1
HOMO-LUMO gap in eV: 5.24
Net charge: +1
Highest occupied orbital energy in hartree: -0.4067

The geometry in XYZ format:
```
60
Properties=species:S:1:pos:R:3:lowdin_charge:R:1
H 2.3634 0.9775 0.9306 0.1296
O -0.9972 -2.7360 0.3132 -0.0884
C -4.1696 -1.0382 -0.6087 -0.2513
H 3.5143 0.6999 3.3889 0.1607
C -0.2385 4.0927 0.6650 -0.1443
H -3.4775 -0.2508 -0.9177 0.1015
H 1.9226 3.5224 2.3320 0.1775
H 2.1837 0.5999 -3.7003 0.1023
C -0.2817 -3.9454 0.5863 -0.2133
H 0.7483 -1.7154 -3.8769 0.1169
H -0.5009 4.5044 1.6483 0.1442
H 0.0529 -0.6631 3.7681 0.1058
C 1.1159 -0.4957 3.8863 -0.0047
C -1.8465 2.7804 -0.6053 -0.0004
H -0.4698 4.8961 -0.0336 0.1572
H -0.5092 -2.0983 -0.2258 0.0306
C 2.6348 1.7495 1.6504 -0.0795
H -3.4814 -1.5711 1.3099 0.1121
C 2.6206 1.2173 3.0318 -0.2189
H 1.9291 4.2791 0.3506 0.1628
F 0.9284 1.0926 -1.3627 0.1168
O 1.2170 -1.8479 -5.8357 -0.0700
H 1.6538 -2.2870 0.4837 0.0314
O 1.4418 0.5376 2.9392 -0.2132
H -5.2372 -1.4084 1.1976 0.1217
C 1.1788 3.5251 0.5880 -0.1136
C 2.3777 -0.2765 -4.3353 -0.2390
H -6.0506 -1.5364 -1.2293 0.0919
O -5.4164 -0.8177 -1.2370 -0.0644
H 3.0092 -0.9706 -2.6448 0.0476
B 0.6565 -0.2016 -0.8934 -1.2679
H -3.7134 -1.9476 -1.0123 0.1222
F 0.6627 -0.1495 0.5430 0.0853
H 2.7329 0.1703 -5.2652 0.1255
H -5.2768 0.7389 0.9261 0.0883
H 1.1067 -2.7642 -5.5772 0.0762
C 0.9023 -3.7576 1.5027 -0.2279
H 1.7544 -1.3758 3.7752 0.1061
C -4.2814 -0.9507 0.9027 -0.2378
O 1.9953 -3.1005 0.8681 -0.0642
F -0.6098 -0.5593 -1.3415 0.1526
O -1.1716 3.0141 0.6363 -0.1689
C 1.1130 -1.0368 -4.6490 -0.2284
H 1.4203 -0.2461 4.9091 0.1036
H 3.6412 2.0499 1.3513 0.1624
H -1.0742 -4.5911 0.9761 0.1221
H 0.6142 -3.1267 2.3578 0.0998
H -2.5632 1.9791 -0.4925 0.0975
O 3.3448 -0.9607 -3.5459 -0.0637
Be 0.1369 2.0661 1.8966 0.8308
O -4.4405 0.4102 1.2660 -0.0790
H -1.1857 2.7740 -1.4727 0.1119
H 0.3213 -0.3179 -4.8810 0.1176
H 1.1356 2.7805 -0.2119 0.1236
N 1.5297 2.7560 1.7845 -0.0764
F 1.6241 -1.1240 -1.2428 0.1678
H 1.3253 -4.6662 1.9330 0.1242
H 2.5804 1.9989 3.8030 0.1425
H -2.3977 3.6887 -0.8930 0.1144
H -0.0991 -4.3667 -0.4101 0.1304
```

=====

No. 6
DFT (wB97M-V/def2-TZVPD) results for 2 unconnected molecules or ions with the total composition CH8N3Si in a non-equilibrium geometry.

Values from the calculation:
2S+1: 1
HOMO-LUMO gap in eV: 9.67
Net charge: +1
Highest occupied orbital energy in hartree: -0.5431

The geometry in XYZ format:
```
13
Properties=species:S:1:pos:R:3:lowdin_charge:R:1
H -0.5967 1.0199 -1.7482 0.3435
H 0.1517 -2.2406 0.8882 0.1153
H -0.2723 -2.5775 -1.0760 0.1174
H 0.5916 -0.7040 1.6980 0.0927
N 0.0981 -1.2527 1.0456 0.1886
N -0.1824 0.5569 -0.2889 -0.1523
H 0.2947 -1.2284 -2.1247 0.1640
H -0.4781 3.0490 -0.3685 -0.0314
H 1.5031 1.9093 0.6832 -0.0273
Si -0.0632 2.0082 0.7813 0.6549
H -0.9643 1.8061 1.9404 -0.0580
N -0.0971 -1.6100 -1.2129 0.1735
C 0.0148 -0.7363 -0.2173 -0.5808
```

=====

No. 7
DFT (wB97M-V/def2-TZVPD) results for C5H6O2 in the gas phase in a non-equilibrium geometry.

Values from the calculation:
2S+1: 1
HOMO-LUMO gap in eV: 10.53
Net charge: 0
Highest occupied orbital energy in hartree: -0.3645
SMILES: O=CCC#CCO

The geometry in XYZ format:
```
13
Properties=species:S:1:pos:R:3:lowdin_charge:R:1
H 0.4726 -2.1154 1.2571 0.1264
C -0.1523 0.9676 0.4224 0.0023
H 1.4193 -1.4423 -1.6025 0.1277
C 0.1719 -0.1893 0.4294 -0.0608
H -0.3111 2.9122 -0.3072 0.1219
H -2.3652 1.0043 -0.5291 0.0926
C 1.2066 -2.1003 -0.7387 -0.2432
C 0.9513 -1.3890 0.5921 -0.1493
H 1.7746 -0.7970 1.0455 0.1428
C -0.9484 2.1357 0.1187 -0.2837
O 1.0901 -3.2918 -0.8824 0.0582
H -1.3948 2.5087 1.0494 0.1202
O -1.9146 1.7965 -0.8549 -0.0551
```

=====

| no. | calculated total energy (Eh) |
| --- | --- |
| 1 | -9741.6795 |
| 2 | -796.2292 |
| 3 | -320.8833 |
| 4 | -6755.6589 |
| 5 | -1572.5639 |
| 6 | -496.3125 |
| 7 | -344.4945 |